[1]
Here is a gas-phase ion, C5H8N (charge +1) at a distorted geometry from OMol25. Energies are from ωB97M-V with the def2-TZVPD basis set.

Geometry (Å):
C (0.3777, 1.3193, -0.6815)
C (1.1274, 0.6469, 0.1241)
C (-0.9706, 1.0454, -1.1531)
C (-0.4871, -1.0152, 1.2224)
C (-0.4284, -1.2555, -0.1687)
N (0.7640, -0.7041, 0.4361)
H (0.6401, 2.3874, -1.0950)
H (2.0358, 0.8786, 0.5324)
H (-1.8416, 1.2905, -0.5160)
H (-1.0260, 0.5171, -2.1144)
H (-1.0121, -0.1537, 1.4945)
H (-0.2385, -1.6009, 2.1635)
H (-0.5763, -2.0822, -0.8185)
H (1.6356, -1.2736, 0.5742)

Calculated values
Molecular weight in g mol⁻¹: 82.13
Charge: +1
LUMO energy (spin up / spin down) in eV: -5.3 / -4.6
ΔE to the lowest compared entry with this formula, charge and spin in kcal/mol: 140.26
HOMO level (spin up / spin down) in eV: -13.459 / -14.070
Frontier orbital gap (spin up / spin down) in eV: 8.1 / 9.4

[2]
Here is a molecular structure, C5H8FO4Ru at a distorted geometry from OMol25. Energies are from ωB97M-V with the def2-TZVPD basis set.

Geometry (Å):
C (0.3987, -0.5246, 1.5945)
O (-0.9034, -0.5072, 1.0661)
Ru (-2.7641, -0.9425, 1.4161)
C (0.8363, 0.8258, 2.1357)
H (0.4388, -1.2762, 2.4014)
H (1.0978, -0.8690, 0.8108)
H (1.8614, 0.7596, 2.5282)
H (0.8136, 1.5946, 1.3511)
H (0.1731, 1.1464, 2.9523)
C (-1.3429, -0.3135, -0.6450)
O (-0.5523, -1.2484, -1.2979)
C (0.3573, -0.6157, -2.1294)
C (0.3345, 0.8332, -1.6657)
O (-0.9130, 0.9298, -0.9933)
O (-2.5821, -0.5311, -0.5522)
F (-0.0953, -0.7182, -3.4322)
H (1.3273, -1.1207, -2.0750)
H (1.1552, 1.0376, -0.9647)
H (0.3591, 1.5399, -2.5009)

Calculated values
Molecular weight in g mol⁻¹: 252.18
Charge: +1
LUMO energy (spin up / spin down) in eV: -3.6 / -7.7
ΔE to the lowest compared entry with this formula, charge and spin in kcal/mol: 19.17
HOMO level (spin up / spin down) in eV: -12.327 / -15.785
Frontier orbital gap (spin up / spin down) in eV: 8.7 / 8.1
Spin multiplicity: 7

[3]
Here is C3Cl4 in the gas phase from OMol25. Energies are from ωB97M-V with the def2-TZVPD basis set.

Geometry (Å):
C (-0.8599, -0.2408, -0.3187)
C (0.2240, 0.1664, -0.9076)
C (0.2804, 0.0328, 0.5424)
Cl (-2.4643, -0.7299, -0.3635)
Cl (1.0861, 0.5956, -2.2828)
Cl (0.3164, 1.4562, 1.5957)
Cl (1.1872, -1.3072, 1.2919)

Calculated values
SMILES: ClC1=C(Cl)C1(Cl)Cl
Molecular weight in g mol⁻¹: 177.84
LUMO energy in eV: 0.5
ΔE to the lowest compared entry with this formula, charge and spin in kcal/mol: 0.00
HOMO level in eV: -10.217
Frontier orbital gap in eV: 10.7

[4]
Here is 2 unconnected molecules or ions with the total composition C3H9ClOSi at a distorted geometry from OMol25. Energies are from ωB97M-V with the def2-TZVPD basis set.

Geometry (Å):
C (-1.9227, 1.8049, 0.8315)
C (1.2929, -2.2665, -1.6520)
C (-0.4346, 1.4542, 0.9589)
O (1.9627, -1.6734, 1.0416)
Si (0.6871, -1.5275, -0.0252)
Cl (-0.7488, -2.8648, 0.6107)
H (-2.6455, 1.1552, 1.1962)
H (-2.0172, 2.7424, 1.3316)
H (-2.1393, 1.9326, -0.2933)
H (0.6487, -2.2590, -2.4875)
H (2.2882, -2.0707, -1.9534)
H (1.4076, -3.2830, -1.4903)
H (-0.2018, 1.3687, 2.0448)
H (0.1228, 2.1289, 0.4120)
H (1.9282, -1.0120, 1.7445)

Calculated values
Molecular weight in g mol⁻¹: 124.64
LUMO energy (spin up / spin down) in eV: -0.7 / 0.1
ΔE to the lowest compared entry with this formula, charge and spin in kcal/mol: 96.65
HOMO level (spin up / spin down) in eV: -8.832 / -7.936
Frontier orbital gap (spin up / spin down) in eV: 8.2 / 8.0

[5]
Here is a molecular structure, C41H36Br3Cl3N4O2Tc from OMol25. Energies are from ωB97M-V with the def2-TZVPD basis set.

Geometry (Å):
Tc (-0.0698, 0.2387, 0.1601)
C (-3.4889, 1.5873, 0.1544)
C (-2.7079, 2.0292, -1.0397)
C (-3.2808, 2.9550, -1.9326)
C (-2.5642, 3.4702, -2.9788)
C (-1.2188, 3.0945, -3.1199)
C (-0.3127, 3.6133, -4.0996)
Br (-0.9109, 4.8184, -5.3809)
C (1.0223, 3.2400, -4.1170)
C (1.5204, 2.3526, -3.1770)
Br (3.3201, 1.8810, -3.1798)
C (0.6603, 1.7949, -2.1985)
O (1.0723, 0.9939, -1.3009)
C (-0.7286, 2.1592, -2.2011)
N (-1.4638, 1.5868, -1.2242)
H (-4.4240, 2.1371, 0.2210)
H (-2.9106, 1.7778, 1.0591)
H (-3.7136, 0.5250, 0.1129)
H (-4.3033, 3.2634, -1.7680)
H (-3.0117, 4.1778, -3.6628)
H (1.6833, 3.6547, -4.8651)
Cl (-1.8311, 2.3479, 6.7349)
C (-1.4146, 2.2336, 5.0664)
C (-1.5132, 1.0111, 4.4213)
C (-1.1455, 0.9877, 3.0929)
Cl (-1.2167, -0.5208, 2.1765)
C (-0.6851, 2.0727, 2.3586)
O (-0.3633, 1.9796, 1.0781)
C (-0.6205, 3.2891, 3.0577)
Cl (-0.0814, 4.6947, 2.2194)
C (-0.9769, 3.3685, 4.3899)
H (-1.8539, 0.1260, 4.9380)
H (-0.9124, 4.3157, 4.9059)
C (-0.3297, -3.9380, 0.4128)
C (-0.3524, -3.6754, -1.0651)
C (-0.9355, -4.5881, -1.9344)
C (-0.8734, -4.4019, -3.3072)
C (-0.2159, -3.3009, -3.8244)
C (0.3673, -2.3493, -2.9899)
C (1.0657, -1.1674, -3.6004)
C (0.2615, -2.5492, -1.6158)
N (0.8379, -1.5957, -0.6884)
C (2.0570, -1.7936, -0.3470)
C (2.9525, -2.8662, -0.8659)
C (2.5796, -0.8736, 0.7121)
C (3.9715, -1.0347, 1.2084)
N (1.7351, -0.0232, 1.1735)
C (2.0875, 0.7663, 2.3393)
C (1.9767, 0.1585, 3.5899)
C (1.6720, -1.3016, 3.7817)
C (2.2307, 0.9488, 4.7078)
C (2.6212, 2.2694, 4.5739)
C (2.7858, 2.8223, 3.3149)
C (2.5193, 2.0851, 2.1674)
C (2.7227, 2.7084, 0.8179)
H (-1.1095, -4.6450, 0.6901)
H (-0.4694, -3.0272, 0.9966)
H (0.6256, -4.3735, 0.7191)
H (-1.4261, -5.4638, -1.5279)
H (-1.3163, -5.1306, -3.9724)
H (-0.1398, -3.1722, -4.8968)
H (1.5274, -1.4541, -4.5442)
H (1.8385, -0.7510, -2.9576)
H (0.3569, -0.3641, -3.8253)
H (2.4253, -3.5546, -1.5187)
H (3.3995, -3.4210, -0.0406)
H (3.7736, -2.4111, -1.4251)
H (4.6607, -1.0746, 0.3640)
H (4.0666, -1.9852, 1.7399)
H (4.2551, -0.2279, 1.8778)
H (1.1649, -1.7596, 2.9338)
H (1.0474, -1.4459, 4.6630)
H (2.5956, -1.8584, 3.9574)
H (2.1357, 0.5095, 5.6928)
H (2.8219, 2.8644, 5.4549)
H (3.1298, 3.8434, 3.2129)
H (3.4686, 3.4987, 0.8855)
H (1.7915, 3.1518, 0.4591)
H (3.0624, 1.9891, 0.0755)
Br (-5.3522, -3.8448, -2.9772)
C (-4.1107, -2.7521, -2.1037)
C (-3.2714, -1.9203, -2.8306)
C (-2.3528, -1.1558, -2.1389)
N (-2.2183, -1.1643, -0.8104)
C (-3.0510, -1.9589, -0.1307)
C (-4.0065, -2.7648, -0.7209)
H (-3.3206, -1.8756, -3.9087)
H (-1.6806, -0.5082, -2.6888)
H (-2.9650, -1.9616, 0.9476)
H (-4.6481, -3.3871, -0.1139)

Calculated values
Molecular weight in g mol⁻¹: 1060.84
Charge: +2
LUMO energy (spin up / spin down) in eV: -6.1 / -8.1
ΔE to the lowest compared entry with this formula, charge and spin in kcal/mol: 16.24
HOMO level (spin up / spin down) in eV: -12.951 / -13.100
Frontier orbital gap (spin up / spin down) in eV: 6.8 / 5.0
Spin multiplicity: 4

[6]
Here is C3H9OPS2 in the gas phase at a distorted geometry from OMol25. Energies are from ωB97M-V with the def2-TZVPD basis set.

Geometry (Å):
C (-1.0725, -1.4179, 0.1002)
C (-0.9989, 0.0801, 0.3491)
C (0.2286, 0.7267, -0.2938)
O (2.1279, -1.3328, -0.0877)
P (1.7383, -0.0286, 0.4287)
S (3.8181, 0.9941, 0.1894)
S (4.7145, -0.6906, -0.0910)
H (-1.0148, -1.6297, -0.9648)
H (-0.2527, -1.9372, 0.5887)
H (-2.0066, -1.8202, 0.4816)
H (-1.8905, 0.5630, -0.0600)
H (-0.9869, 0.2740, 1.4266)
H (0.2615, 0.5304, -1.3676)
H (0.2219, 1.8042, -0.1230)
H (1.5237, -0.0073, 1.8120)
H (3.4164, 1.4337, -1.0740)

Calculated values
Molecular weight in g mol⁻¹: 156.21
LUMO energy in eV: 0.3
ΔE to the lowest compared entry with this formula, charge and spin in kcal/mol: 71.94
HOMO level in eV: -8.008
Frontier orbital gap in eV: 8.3